No. 1
{
  "formula": "H14O7",
  "method": "the ωB97M-V functional and the def2-TZVPD basis",
  "charge": 0,
  "e_above_lowest_ev": 1.920,
  "species": ["O", "H", "H", "O", "H", "H", "O", "H", "H", "O", "H", "H", "O", "H", "H", "O", "H", "H", "O", "H", "H"],
  "positions_angstrom": [[0.3820, 2.1318, 2.5133], [0.2150, 1.9228, 3.4313], [-0.4430, 2.2478, 2.1053], [-0.6980, -2.3232, -0.7317], [-1.2670, -2.6952, -1.4207], [-0.8020, -1.3422, -0.8847], [0.3380, 0.3518, -0.8907], [0.6110, 0.6548, -0.0247], [1.2490, 0.1098, -1.0577], [-2.4250, -0.1942, -1.8457], [-1.9360, -0.5132, -2.6237], [-3.3120, -0.5782, -1.9547], [2.8310, -0.9132, -1.0117], [3.7000, -0.8652, -0.6127], [2.8870, -1.1362, -1.9067], [1.6530, -0.1882, 2.2973], [1.1550, -0.9692, 2.1623], [1.0670, 0.5338, 2.3113], [-1.6860, 1.4808, 0.3623], [-1.1760, 1.4438, -0.3827], [-2.3440, 0.8418, 0.1643]],
  "lowdin_charge": [-0.015, 0.064, 0.001, -0.098, 0.019, -0.001, -0.061, 0.036, 0.010, -0.055, 0.063, 0.068, -0.007, 0.063, 0.023, -0.027, 0.021, -0.066, -0.006, -0.048, 0.014]
}



No. 2
{
  "formula": "H14O7",
  "method": "the ωB97M-V functional and the def2-TZVPD basis",
  "charge": 0,
  "e_above_lowest_ev": 1.791,
  "species": ["O", "H", "H", "O", "H", "H", "O", "H", "H", "O", "H", "H", "O", "H", "H", "O", "H", "H", "O", "H", "H"],
  "positions_angstrom": [[-2.2508, 0.4788, 2.0513], [-1.8633, 0.0331, 2.8046], [-3.1618, 0.1854, 2.0414], [1.0262, -1.8377, 1.3841], [0.4195, -2.5362, 1.6296], [1.2340, -1.3993, 2.2092], [-2.6617, 2.7569, 0.5390], [-3.0329, 2.3397, -0.2384], [-2.4147, 2.0277, 1.1078], [-0.5354, 1.1990, -2.6417], [0.0800, 1.9005, -2.8548], [-0.2961, 0.9310, -1.7545], [2.0853, 0.7908, -1.7900], [1.3880, 0.6579, -1.1479], [2.8607, 0.4010, -1.3863], [2.6542, -2.2763, -0.9857], [3.1415, -3.0876, -1.1291], [2.2153, -2.4054, -0.1450], [-0.1842, 0.2201, -0.1536], [-1.0377, 0.1282, 0.2698], [0.3339, -0.5077, 0.1902]],
  "lowdin_charge": [-0.031, 0.063, 0.070, -0.023, 0.071, 0.072, -0.053, 0.031, -0.036, -0.071, 0.027, -0.048, -0.049, -0.020, 0.025, -0.044, 0.034, -0.017, -0.048, 0.033, 0.013]
}



No. 3
{
  "formula": "H14O7",
  "method": "the ωB97M-V functional and the def2-TZVPD basis",
  "charge": 0,
  "e_above_lowest_ev": 1.854,
  "species": ["O", "H", "H", "O", "H", "H", "O", "H", "H", "O", "H", "H", "O", "H", "H", "O", "H", "H", "O", "H", "H"],
  "positions_angstrom": [[1.2691, -2.3893, 2.2026], [1.0011, -2.1403, 1.3196], [0.5591, -2.8073, 2.6816], [-2.4969, -1.1333, 1.3116], [-2.1489, -1.8373, 0.7616], [-2.4909, -0.3973, 0.6836], [1.9251, 0.7207, -3.2724], [2.3231, 1.5907, -3.1704], [1.2561, 0.7527, -2.5884], [-0.1709, 1.3247, -1.4714], [-0.3699, 2.0297, -2.1144], [0.4881, 1.6797, -0.8674], [-2.6449, 1.1717, -0.1924], [-1.9809, 1.5167, -0.7154], [-3.4239, 1.5947, -0.6194], [1.7931, 0.5157, 2.3366], [2.2261, 0.7547, 3.2166], [1.5781, -0.4223, 2.3606], [0.4091, -0.9843, -0.2434], [0.8821, -1.3343, -0.9894], [0.0161, -0.2063, -0.6294]],
  "lowdin_charge": [-0.044, -0.004, 0.047, -0.073, 0.017, -0.028, -0.050, 0.037, -0.032, -0.054, 0.107, 0.095, -0.018, -0.042, 0.089, -0.105, 0.070, -0.027, -0.022, 0.050, -0.014]
}



No. 4
{
  "formula": "H14O7",
  "method": "the ωB97M-V functional and the def2-TZVPD basis",
  "charge": 0,
  "e_above_lowest_ev": 6.749,
  "species": ["O", "H", "H", "O", "H", "H", "O", "H", "H", "O", "H", "H", "O", "H", "H", "O", "H", "H", "O", "H", "H"],
  "positions_angstrom": [[0.2148, 2.8567, 0.3884], [-0.4185, 2.1402, 0.4310], [0.6913, 2.7075, -0.4283], [2.1567, 0.1214, 1.7467], [2.9692, 0.6127, 1.6253], [2.0966, -0.0131, 2.6925], [0.2005, 0.0048, -0.1246], [-0.5180, -0.4484, 0.3165], [0.6178, 0.5212, 0.5649], [1.8146, -1.4038, -0.0513], [1.4027, -0.6115, 0.2934], [2.2335, -1.8068, 0.7092], [-1.6189, -1.0879, 0.4429], [-2.2128, -1.0390, 1.1920], [-1.5629, -2.0220, 0.2415], [-0.3221, 0.7381, -2.0359], [-0.4589, 0.0135, -2.6463], [-0.0733, 0.3156, -1.2138], [-2.1966, -0.5447, -1.7121], [-3.1260, -0.7423, -1.5963], [-1.8897, -0.3121, -0.8357]],
  "lowdin_charge": [-0.042, 0.016, 0.038, -0.025, 0.086, 0.076, -0.027, -0.062, 0.075, -0.085, -0.080, 0.021, 0.060, 0.133, 0.138, -0.088, 0.029, -0.214, -0.072, 0.046, -0.023]
}



No. 5
{
  "formula": "H14O7",
  "method": "the ωB97M-V functional and the def2-TZVPD basis",
  "charge": 0,
  "e_above_lowest_ev": 2.513,
  "species": ["O", "H", "H", "O", "H", "H", "O", "H", "H", "O", "H", "H", "O", "H", "H", "O", "H", "H", "O", "H", "H"],
  "positions_angstrom": [[2.9515, 0.6279, 0.4570], [3.0875, 1.0209, 1.3490], [3.2715, 1.2169, -0.2290], [0.0885, 0.2179, -0.2030], [-0.1135, -0.7471, -0.4340], [1.0005, 0.3519, 0.0920], [-0.1125, 1.5209, -2.5450], [-0.8555, 1.1259, -3.0640], [0.0355, 0.9859, -1.6230], [0.4755, 3.1029, 1.6410], [0.0415, 3.8519, 2.0810], [-0.2955, 2.6539, 1.2440], [-0.1075, -4.1451, 0.5360], [-1.0015, -4.4791, 0.2880], [-0.1135, -3.2941, 0.1020], [-1.5735, 1.1449, 1.5280], [-0.8345, 0.7639, 0.9750], [-2.1595, 1.5539, 1.0600], [-1.0635, -2.1901, -0.9770], [-1.8785, -2.6231, -0.5410], [-0.8435, -2.6611, -1.7360]],
  "lowdin_charge": [-0.053, 0.078, 0.053, -0.070, 0.084, 0.050, -0.171, 0.026, 0.038, -0.082, 0.040, 0.000, -0.069, 0.045, -0.028, -0.018, 0.005, -0.066, -0.038, 0.137, 0.041]
}



No. 6
{
  "formula": "H14O7Xe",
  "method": "the ωB97M-V functional and the def2-TZVPD basis",
  "charge": 0,
  "e_above_lowest_ev": 0.523,
  "species": ["Xe", "O", "H", "H", "O", "H", "H", "O", "H", "H", "O", "H", "H", "O", "H", "H", "O", "H", "H", "O", "H", "H"],
  "positions_angstrom": [[1.1171, 1.2625, -0.9276], [2.5101, -2.2265, -1.8832], [1.8999, -2.8446, -2.2856], [3.0090, -1.8692, -2.6178], [-1.3260, 0.1152, 0.9294], [-2.0720, 0.5046, 0.4731], [-0.7673, 0.8592, 1.1543], [-2.2573, 2.0771, -2.7269], [-2.0225, 1.2514, -3.1506], [-1.5993, 2.7004, -3.0349], [1.7256, -2.3599, 0.7401], [1.4725, -1.5507, 1.1843], [1.8001, -2.1143, -0.1820], [1.2199, -0.2186, 2.6778], [1.9913, -0.5876, 3.1079], [0.5080, -0.3558, 3.3027], [-0.6507, 2.7345, 2.2447], [-1.3724, 3.0895, 1.7256], [-0.1716, 3.5056, 2.5483], [-1.5696, -1.3029, -1.4697], [-2.2248, -1.8761, -1.0718], [-1.2201, -0.7939, -0.7383]],
  "lowdin_charge": [0.325, -0.061, 0.055, 0.049, -0.119, 0.046, -0.070, -0.078, 0.023, 0.019, -0.077, -0.034, -0.042, -0.058, 0.051, 0.052, -0.059, 0.041, 0.045, -0.082, 0.034, -0.060]
}



No. 7
{
  "formula": "H15HgO8",
  "method": "the ωB97M-V functional and the def2-TZVPD basis",
  "charge": 1,
  "e_above_lowest_ev": 0.381,
  "species": ["Hg", "O", "H", "O", "H", "H", "O", "H", "H", "O", "H", "H", "O", "H", "H", "O", "H", "H", "O", "H", "H", "O", "H", "H"],
  "positions_angstrom": [[-9.2900, 8.6910, 11.4560], [-7.2600, 7.6760, 11.7880], [-6.6700, 8.3440, 11.4510], [-9.7580, 6.6690, 10.1180], [-10.5350, 6.3060, 9.6760], [-8.9670, 6.5560, 9.5460], [-11.5670, 9.3590, 12.5290], [-12.4330, 8.9730, 12.5600], [-11.6080, 9.9540, 13.2720], [-11.1720, 9.2830, 9.7130], [-12.0230, 9.5280, 10.0710], [-10.8930, 10.0640, 9.2330], [-9.5100, 11.1820, 11.2210], [-8.9820, 11.8500, 10.9060], [-9.7330, 11.5780, 12.1020], [-8.4220, 9.9360, 13.4500], [-8.7700, 10.5180, 14.1220], [-7.5150, 10.1730, 13.2230], [-8.2110, 9.4410, 9.3320], [-8.6280, 9.2440, 8.4440], [-7.3230, 9.8090, 9.2810], [-9.9090, 7.1780, 13.3080], [-10.1760, 6.2100, 13.0540], [-9.5090, 7.0980, 14.1620]],
  "lowdin_charge": [1.182, -0.408, -0.105, -0.097, 0.067, 0.078, -0.054, 0.063, 0.059, -0.067, 0.049, 0.047, -0.069, 0.017, 0.084, -0.087, 0.058, 0.068, -0.108, 0.100, 0.069, -0.119, 0.129, 0.044]
}



No. 8
{
  "formula": "H15NO6",
  "method": "the ωB97M-V functional and the def2-TZVPD basis",
  "charge": 0,
  "e_above_lowest_ev": 0.699,
  "species": ["N", "H", "H", "H", "O", "H", "H", "O", "H", "H", "O", "H", "H", "O", "H", "H", "O", "H", "H", "O", "H", "H"],
  "positions_angstrom": [[2.3060, 1.0135, -0.2491], [1.5141, 1.2071, -0.8593], [2.9821, 0.6449, -0.9124], [2.6464, 1.8853, 0.1130], [-1.1604, -1.3687, 3.0098], [-0.5502, -1.5011, 3.7423], [-1.3156, -0.4186, 3.1592], [-0.1820, -2.0652, -1.4257], [0.4708, -1.6957, -0.7967], [-0.7013, -2.6956, -0.9553], [-1.0288, 1.5303, -1.0861], [-0.9856, 0.6346, -1.4133], [-1.7016, 2.0164, -1.5589], [-0.5869, 1.2742, 1.9274], [0.1519, 1.7922, 2.2561], [-0.4770, 1.2773, 0.9694], [-1.2440, 0.0741, -3.0487], [-1.7198, 0.2615, -3.8690], [-1.4199, -0.8258, -2.7716], [1.1741, -1.3516, 1.2279], [1.4730, -0.5133, 0.8534], [0.3547, -1.1756, 1.6875]],
  "lowdin_charge": [0.039, 0.015, 0.036, 0.023, -0.065, 0.048, 0.030, -0.047, 0.026, 0.032, -0.065, -0.013, 0.044, -0.051, 0.047, -0.002, -0.061, 0.068, 0.028, -0.078, -0.030, -0.023]
}



No. 9
{
  "formula": "H15O7",
  "method": "the ωB97M-V functional and the def2-TZVPD basis",
  "charge": 2,
  "s2": 0.76,
  "e_above_lowest_ev": 0.492,
  "spin_multiplicity": 2,
  "species": ["O", "H", "H", "H", "O", "H", "H", "O", "H", "H", "O", "H", "H", "O", "H", "H", "O", "H", "H", "O", "H", "H"],
  "positions_angstrom": [[0.0974, -0.4909, 0.6166], [-0.3485, -1.1937, 0.1383], [0.6385, -0.0141, -0.0170], [-0.5796, 0.0812, 0.9854], [-1.2191, -0.5859, -1.7178], [-0.7746, -0.9634, -2.4769], [-2.1041, -0.3949, -2.0283], [3.2186, 1.5535, 0.5650], [3.0637, 1.0320, -0.2226], [2.9720, 2.4441, 0.3154], [-2.5483, 1.0031, 0.8932], [-2.9227, 0.6760, 0.0753], [-2.4871, 1.9500, 0.7674], [1.6455, 0.1801, -1.3352], [2.2113, -0.4566, -1.7719], [1.4260, 0.8141, -2.0179], [-1.1957, -3.7786, -0.0935], [-1.0776, -3.7996, 0.8561], [-0.7262, -4.5500, -0.4108], [0.4042, 2.0356, 1.9645], [-0.5270, 2.1855, 2.1278], [0.8332, 2.2725, 2.7868]],
  "lowdin_charge": [0.284, 0.123, 0.060, 0.103, -0.027, 0.066, 0.071, 0.461, 0.096, 0.153, -0.011, 0.052, 0.060, 0.010, 0.116, 0.110, -0.030, 0.041, 0.051, 0.059, 0.064, 0.089]
}



No. 10
{
  "formula": "H15O8",
  "method": "the ωB97M-V functional and the def2-TZVPD basis",
  "charge": -1,
  "e_above_lowest_ev": 1.521,
  "species": ["O", "H", "O", "H", "H", "O", "H", "H", "O", "H", "H", "O", "H", "H", "O", "H", "H", "O", "H", "H", "O", "H", "H"],
  "positions_angstrom": [[-22.0588, 10.6653, -12.5418], [-21.1402, 10.6593, -12.8169], [-21.4150, 7.9842, -11.7789], [-21.8408, 8.8371, -12.0572], [-20.7991, 8.2351, -11.0867], [-19.3364, 11.2138, -10.9314], [-19.3528, 10.4542, -10.3442], [-20.1083, 11.0908, -11.5161], [-22.2176, 9.1317, -14.9184], [-22.1579, 9.7038, -14.1042], [-21.4869, 9.4163, -15.4747], [-22.4693, 10.6648, -9.7838], [-22.3988, 10.7658, -10.7770], [-21.8048, 10.0136, -9.5559], [-24.7564, 9.7917, -12.7709], [-24.9128, 9.1409, -12.0803], [-23.7827, 9.9004, -12.7849], [-21.4856, 14.3427, -11.6913], [-21.0046, 14.9455, -12.2653], [-21.8485, 13.6751, -12.2932], [-22.9924, 12.8343, -14.1405], [-22.3524, 12.8467, -14.8583], [-22.6495, 12.1478, -13.5176]],
  "lowdin_charge": [-0.402, -0.039, -0.090, -0.007, 0.002, -0.063, 0.018, -0.003, -0.096, -0.018, 0.013, -0.103, -0.005, -0.006, -0.079, 0.024, -0.020, -0.066, 0.021, 0.000, -0.090, 0.023, -0.012]
}



No. 11
{
  "formula": "H16NO6",
  "method": "the ωB97M-V functional and the def2-TZVPD basis",
  "charge": 1,
  "e_above_lowest_ev": 4.356,
  "species": ["N", "H", "H", "H", "H", "O", "H", "H", "O", "H", "H", "O", "H", "H", "O", "H", "H", "O", "H", "H", "O", "H", "H"],
  "positions_angstrom": [[-0.2632, 0.2368, -0.1471], [-0.8891, 0.7418, -0.5555], [-0.7578, -0.3809, 0.4539], [0.5449, 0.7929, 0.3032], [0.0635, -0.2233, -0.8593], [-1.0868, -0.5320, -3.1986], [-2.1679, -0.2000, -3.0147], [-0.9936, -1.3978, -3.8160], [2.5586, -1.1296, -1.7401], [2.8458, -0.3922, -2.1546], [3.2232, -1.2603, -1.0363], [-1.8228, 2.4030, 1.2976], [-1.7535, 3.2307, 1.6489], [-2.7606, 2.3614, 1.5260], [-2.4751, -2.3379, -0.0572], [-2.0901, -3.0841, 0.4277], [-2.3620, -2.6955, -0.9872], [2.4045, 2.0250, 0.7108], [3.0226, 1.4045, 1.2230], [2.5876, 2.9457, 0.7007], [0.3871, -0.6398, 3.0655], [0.4613, -1.4892, 2.7804], [1.3235, -0.3793, 3.4290]],
  "lowdin_charge": [0.397, 0.047, 0.117, 0.168, 0.032, -0.229, 0.168, 0.114, -0.011, -0.025, 0.062, -0.011, -0.010, 0.064, -0.082, 0.044, 0.071, -0.068, 0.097, 0.028, -0.050, -0.037, 0.114]
}



No. 12
{
  "formula": "H16NO6",
  "method": "the ωB97M-V functional and the def2-TZVPD basis",
  "charge": 1,
  "e_above_lowest_ev": 3.627,
  "species": ["N", "H", "H", "H", "H", "O", "H", "H", "O", "H", "H", "O", "H", "H", "O", "H", "H", "O", "H", "H", "O", "H", "H"],
  "positions_angstrom": [[33.0720, 14.4410, 26.2750], [33.4540, 13.8610, 27.0060], [32.2690, 13.9650, 26.0120], [33.5760, 14.6600, 25.5510], [32.7780, 15.2850, 26.8030], [35.0620, 15.9340, 28.0920], [35.0200, 16.3000, 28.9130], [35.6440, 15.1750, 28.1290], [36.1100, 13.5250, 25.3890], [36.6370, 13.5470, 26.1590], [36.8600, 13.3830, 24.8170], [32.9070, 13.7380, 23.3670], [33.4230, 13.2800, 22.7010], [32.1190, 13.5850, 22.9970], [31.5300, 14.4930, 28.9020], [30.6490, 14.1500, 28.9250], [32.1910, 13.9380, 29.2080], [29.6840, 14.7470, 25.4160], [29.7970, 14.4690, 24.5470], [28.9800, 15.1510, 25.0230], [32.2930, 16.8530, 24.2650], [32.6690, 16.1340, 23.7000], [32.9060, 17.5850, 24.0540]],
  "lowdin_charge": [0.367, 0.136, 0.097, 0.022, 0.149, 0.005, -0.003, 0.041, -0.029, 0.011, 0.048, 0.022, 0.075, -0.020, 0.002, 0.050, 0.001, 0.014, 0.003, 0.003, -0.078, 0.024, 0.059]
}